# 1
Density functional theory data (the ωB97M-V functional and the def2-TZVPD basis) for the ion C8H12F2NO with charge +1.

Positions of all 24 atoms, in Å:
C (0.40, -0.61, -1.92)
C (-0.13, 0.59, -1.82)
C (-0.27, -1.08, 0.44)
C (-1.09, -1.81, 1.19)
C (0.53, -1.61, -0.72)
C (0.10, 0.35, 0.89)
C (-0.85, 1.44, 0.60)
C (-0.48, 2.88, 0.52)
N (1.97, -1.78, -0.35)
O (-2.15, 1.10, 0.79)
F (-0.15, 1.55, -2.67)
F (0.34, 0.25, 2.28)
H (0.83, -0.90, -2.89)
H (-1.71, -1.46, 2.04)
H (-1.32, -2.83, 1.14)
H (-0.01, -2.51, -1.12)
H (1.13, 0.61, 0.44)
H (0.17, 3.07, 1.38)
H (-1.44, 3.40, 0.39)
H (0.09, 2.86, -0.43)
H (2.24, -1.14, 0.42)
H (2.51, -1.52, -1.23)
H (2.06, -2.77, -0.12)
H (-2.78, 1.91, 0.75)

Values from the calculation:
2S+1 ... 3
Total charge ... +1
Expectation value of S² ... 2.01

---

# 2
Density functional theory data (the ωB97M-V functional and the def2-TZVPD basis) for a structure of composition C8H12F9N5O4S2.

Positions of all 40 atoms, in Å:
N (0.70, -2.22, 0.72)
C (-0.14, -2.65, -0.36)
N (-0.01, -1.85, -1.62)
C (-0.73, -2.54, -2.73)
C (0.04, -2.58, -4.03)
C (1.50, -3.03, -3.88)
N (1.97, -2.83, -2.45)
C (1.32, -1.73, -1.97)
N (1.91, -0.58, -1.85)
C (1.25, 0.63, -1.36)
F (2.16, 1.61, -1.45)
F (0.87, 0.44, -0.10)
F (0.21, 0.91, -2.13)
H (0.95, -1.24, 0.73)
H (1.49, -2.81, 0.88)
H (-1.17, -2.54, -0.06)
H (0.04, -3.70, -0.54)
H (-0.98, -3.55, -2.44)
H (-1.66, -2.03, -2.91)
H (-0.48, -3.28, -4.67)
H (0.00, -1.63, -4.55)
H (1.66, -4.04, -4.19)
H (2.10, -2.39, -4.51)
H (2.96, -2.67, -2.49)
H (2.88, -0.50, -2.09)
C (-1.34, 5.43, 4.44)
F (-1.05, 6.18, 5.49)
F (-2.65, 5.50, 4.22)
F (-0.71, 5.95, 3.38)
S (-0.81, 3.70, 4.75)
O (-1.58, 3.27, 5.87)
O (0.61, 3.77, 4.93)
N (-1.27, 3.12, 3.34)
S (-1.04, 1.59, 3.04)
O (-1.88, 0.67, 3.75)
O (0.32, 1.19, 2.82)
C (-1.74, 1.62, 1.34)
F (-1.06, 2.45, 0.54)
F (-3.02, 1.98, 1.30)
F (-1.65, 0.39, 0.80)

Values from the calculation:
Total charge ... 0

---

# 3
Density functional theory data (the ωB97M-V functional and the def2-TZVPD basis) for a structure of composition C8H12LiN4O7.

Positions of all 32 atoms, in Å:
Li (-0.99, 0.82, 0.06)
C (0.43, 0.90, -3.78)
C (0.05, 0.71, -2.45)
C (0.20, -0.74, -1.86)
O (-0.04, -0.85, -0.61)
C (0.72, -1.77, -2.61)
C (1.24, -1.53, -3.92)
C (0.98, -0.16, -4.53)
O (1.26, 0.01, -5.73)
O (2.01, -2.31, -4.47)
O (-0.26, 1.63, -1.66)
H (0.22, 1.87, -4.20)
H (1.20, -2.56, -2.03)
O (-2.91, 0.70, -0.79)
H (-3.02, 0.58, -1.74)
H (-3.11, -0.16, -0.40)
C (1.53, 0.98, 1.67)
O (0.54, 1.56, 1.24)
N (1.90, -0.24, 1.21)
N (2.25, 1.50, 2.73)
H (2.78, -0.66, 1.43)
H (1.32, -0.60, 0.44)
H (3.03, 0.97, 3.07)
H (1.89, 2.34, 3.12)
C (-1.74, -0.30, 2.72)
O (-1.77, -0.15, 1.52)
N (-1.45, -1.53, 3.26)
N (-1.95, 0.70, 3.63)
H (-1.22, -1.70, 4.22)
H (-1.11, -2.20, 2.58)
H (-1.93, 0.54, 4.62)
H (-2.05, 1.63, 3.28)

Values from the calculation:
Total charge ... -1

---

# 4
Density functional theory data (the ωB97M-V functional and the def2-TZVPD basis) for the molecule C8H12N2.

Positions of all 22 atoms, in Å:
C (-0.33, 0.50, 2.33)
C (-1.27, -0.11, 1.63)
C (0.73, 1.37, 1.67)
C (-0.33, -0.42, -2.11)
C (0.83, 0.50, -1.82)
C (0.81, -1.10, -0.14)
C (-1.40, -0.29, 0.23)
C (-0.56, -1.11, -0.70)
N (0.52, 1.29, 0.27)
N (1.16, 0.30, -0.40)
H (-0.33, 0.62, 3.39)
H (-2.05, -0.52, 2.24)
H (0.53, 2.35, 2.06)
H (1.87, 1.03, 1.90)
H (-1.19, 0.15, -2.44)
H (-0.09, -1.20, -2.86)
H (1.74, 0.31, -2.48)
H (0.49, 1.44, -1.85)
H (0.81, -1.43, 0.92)
H (1.45, -1.71, -0.77)
H (-2.29, 0.14, -0.20)
H (-1.10, -2.11, -0.89)

Values from the calculation:
Energy above the lowest of the compared OMol25 structures with the same formula, charge and spin ... 532.4 kJ/mol
Total charge ... 0

---

| no. | molecular weight (g mol⁻¹) | energy (eV) |
| --- | --- | --- |
| 1 | 176.19 | -17449.767 |
| 2 | 477.33 | -70255.612 |
| 3 | 283.15 | -28994.004 |
| 4 | 136.20 | -11465.720 |